(1)
A structure of composition C3H5O3Ru, computed with ωB97M-V/def2-TZVPD.

Summary:
Calculated total energy: -11887.6181 eV
Spin multiplicity: 6
⟨S²⟩: 8.762
Total charge: +2
Relative energy (zero: lowest compared OMol25 entry of this formula, charge and spin): 382.6 kJ/mol
LUMO (spin up / spin down): -10.77 / -13.42 eV
Highest occupied orbital energy (spin up / spin down): -19.19 / -19.19 eV
Kohn-Sham gap (spin up / spin down): 8.419 / 5.765 eV

Each line ends with the natural charge from an NBO analysis.
Positions of all 12 atoms, in Å:
H  -0.090  -0.272  1.587  0.278
C  -0.389  -1.655  0.172  -0.113
C  -0.829  -0.270  0.486  -0.131
O  0.007  0.584  -0.354  -0.621
C  -0.258  1.873  -0.499  0.602
O  0.914  2.377  -0.798  -0.706
H  -0.908  -2.345  0.855  0.299
H  -1.870  -0.005  0.287  0.310
H  0.824  3.204  -1.290  0.574
Ru  1.985  -0.125  -0.324  1.774
O  1.165  -1.402  0.751  -0.534
H  -0.553  -1.964  -0.873  0.268

=====

(2)
A structure of composition C3H5O3Sm, computed with ωB97M-V/def2-TZVPD.

Summary:
Calculated total energy: -27184.2305 eV
Spin multiplicity: 6
⟨S²⟩: 9.156
Total charge: +4
LUMO (spin up / spin down): -24.18 / -17.57 eV
Highest occupied orbital energy (spin up / spin down): -26.31 / -28.34 eV
Kohn-Sham gap (spin up / spin down): 2.127 / 10.775 eV

Each line ends with the natural charge from an NBO analysis.
Positions of all 12 atoms, in Å:
O  -0.282  -0.482  -0.212  -0.441
C  0.320  -1.421  0.365  0.604
C  -0.223  -2.224  1.444  -0.719
H  1.374  -1.505  0.075  0.290
H  -1.154  -1.834  1.865  0.315
H  0.569  -2.306  2.209  0.384
H  -0.346  -3.248  1.053  0.389
O  -1.362  3.060  -0.448  -0.271
C  -0.459  3.107  -1.151  1.107
O  0.383  3.161  -1.959  -0.799
Sm  2.217  3.772  -3.534  2.564
H  -1.036  -0.080  0.293  0.577

=====

Q: Which value of ⟨S²⟩ does entry 2 give?
A: 9.156